No. 1
C21H28N7O3V | ωB97M-V/def2-TZVPD

```
! wB97M-V def2-TZVPD RIJCOSX def2/J DEFGRID3
* xyz 1 2
V -0.348 -0.511 0.699
C -3.489 2.314 0.984
C -3.383 1.706 -0.408
C -4.602 2.021 -1.262
O -2.260 2.231 -1.116
C -3.207 0.182 -0.306
O -3.949 -0.672 -0.707
O -2.063 -0.124 0.344
H -3.553 3.397 0.891
H -2.619 2.064 1.591
H -4.378 1.953 1.500
H -4.688 3.099 -1.374
H -5.510 1.632 -0.807
H -4.510 1.568 -2.248
H -1.451 2.235 -0.568
C -2.467 -0.729 5.541
C -2.720 -1.352 4.326
C -1.772 -1.306 3.317
C -0.583 -0.613 3.525
C -0.314 0.002 4.742
C -1.264 -0.062 5.746
N 0.347 -0.534 2.436
N 1.613 -0.417 2.876
C 2.514 0.002 2.021
C 3.897 -0.149 2.385
C 4.887 0.218 1.545
C 4.582 0.809 0.281
C 3.287 1.020 -0.027
N 2.268 0.651 0.828
H -3.199 -0.776 6.334
H -3.639 -1.899 4.170
H -1.953 -1.850 2.391
H 0.622 0.520 4.888
H -1.064 0.414 6.695
H 4.086 -0.602 3.345
H 5.917 0.063 1.831
H 5.353 1.085 -0.418
H 2.953 1.486 -0.944
N -1.478 0.329 -4.789
C -1.342 -1.091 -4.304
C -1.095 -1.043 -2.805
N 0.041 -0.225 -2.422
C 0.009 1.100 -3.010
C -0.213 1.098 -4.517
H -2.245 0.778 -4.269
H -1.725 0.360 -5.781
H -0.503 -1.516 -4.858
H -2.258 -1.619 -4.564
H -0.950 -2.057 -2.430
H -1.991 -0.653 -2.324
H 0.910 -0.717 -2.602
H 0.934 1.630 -2.788
H -0.798 1.663 -2.534
H 0.574 0.574 -5.064
H -0.341 2.098 -4.928
N 0.605 2.187 0.123
C 0.917 1.009 0.459
H 1.395 2.843 0.195
N 1.075 -2.853 -0.899
C 0.545 -2.079 -0.231
*
```

The electronic energy is -64484.8144 eV.


No. 2
C17H27F6N4O2P2SSbY | ωB97M-V/def2-TZVPD

```
! wB97M-V def2-TZVPD RIJCOSX def2/J DEFGRID3
* xyz 2 2
Y -0.932 -0.409 0.158
O 1.758 2.471 1.972
C 1.191 1.492 1.575
O 0.263 1.520 0.612
C 1.528 0.099 2.050
C 2.422 -0.049 3.119
C 2.751 -1.315 3.539
C 2.227 -2.430 2.854
C 2.551 -3.767 3.179
C 2.047 -4.804 2.441
C 1.186 -4.557 1.356
C 0.819 -3.278 1.033
C 1.331 -2.186 1.769
N 0.975 -0.925 1.405
H 2.814 0.841 3.590
H 3.420 -1.463 4.375
H 3.218 -3.954 4.005
H 2.315 -5.824 2.673
H 0.824 -5.387 0.765
H 0.160 -3.079 0.182
N -2.374 -1.981 1.791
N -3.639 -2.161 1.186
C -3.806 -2.101 -0.145
N -5.030 -2.118 -0.645
S -2.474 -2.118 -1.205
H -2.060 -2.878 2.184
H -2.485 -1.333 2.581
H -4.459 -2.115 1.784
H -5.855 -2.099 -0.065
H -5.163 -2.153 -1.645
C -0.346 3.958 -2.907
P 0.353 3.274 -1.366
C 0.698 4.685 -0.283
C 1.963 2.433 -1.738
C 1.933 1.137 -2.545
P 0.592 -0.123 -2.186
C -0.588 0.186 -3.552
C 1.400 -1.657 -2.775
H 0.247 4.822 -3.206
H -1.367 4.283 -2.711
H -0.351 3.218 -3.702
H 1.340 5.382 -0.822
H 1.177 4.370 0.644
H -0.240 5.185 -0.036
H 2.450 2.281 -0.773
H 2.545 3.178 -2.288
H 2.881 0.616 -2.389
H 1.845 1.349 -3.615
H -0.056 0.246 -4.503
H -1.145 1.104 -3.376
H -1.301 -0.640 -3.588
H 1.760 -1.530 -3.794
H 0.670 -2.470 -2.758
H 2.236 -1.918 -2.128
F -1.267 0.634 2.449
Sb -1.818 2.306 1.171
F -3.032 0.483 0.745
F -1.708 1.417 -0.994
F -2.324 3.762 0.010
F -0.806 3.558 2.171
F -3.265 2.532 2.375
*
```

The electronic energy is -81413.8378 eV.